Computed, not measured: an isolated molecule of C3H3NO4S at a distorted geometry, with ωB97M-V/def2-TZVPD.

Calculated values
Gap between HOMO and LUMO   9.11 eV
Relative energy (zero: lowest compared OMol25 entry of this formula, charge and spin)   1.589 eV
Largest force on an atom   0.11807 hartree/bohr
Highest occupied orbital energy   -10.56 eV

Atoms and positions in Å:
S1 -0.2082 1.9361 0.4333
O1 0.1300 2.5570 1.6613
O2 0.8871 1.6018 -0.3955
N1 -0.3458 -0.0405 1.0649
H1 -2.1329 -0.9312 -0.0744
H2 2.1756 -1.3503 -0.5790
O3 0.9555 -0.4481 0.8559
O4 -1.4793 2.2318 -0.1732
C1 -0.0681 -1.4886 -0.8061
C2 -1.0449 -0.8188 -0.1288
H3 -0.0278 -2.1131 -1.6629
C3 1.1587 -1.1362 -0.1954

Cartesian forces (eV/Å) of the 6 atoms listed first:
-0.472 1.062 0.063
-0.363 0.094 0.706
0.760 0.289 -1.665
-2.344 -3.488 -4.382
0.574 0.563 -0.426
-0.678 0.134 0.930